This record from the OMol25 dataset describes a 9-piece molecular cluster, C30H84N6O9 overall in a non-equilibrium geometry. The level of theory is ωB97M-V with the def2-TZVPD basis set.

```
129
Properties=species:S:1:pos:R:3:forces:R:3:mulliken_charge:R:1
O -4.176 6.342 1.252 -0.26 0.19 -2.00 -0.333
O -2.161 -4.348 -1.339 -1.52 1.74 1.23 -0.440
O 1.523 -4.388 -4.085 -0.89 1.62 -1.88 -0.081
O -3.158 0.467 1.397 1.24 2.54 -3.38 -0.233
O 3.639 0.488 1.511 0.15 0.60 0.55 -0.522
O 1.622 -0.083 -0.017 -0.99 -0.82 -1.21 -0.390
O -2.287 -1.266 -5.731 0.33 -1.15 -0.22 -0.465
O 2.083 3.755 3.209 0.75 0.23 0.95 -0.159
O 4.079 0.070 4.333 -0.20 -1.06 1.35 -0.276
N -0.315 -3.312 -6.791 0.42 0.75 0.46 -0.705
N 4.500 3.128 4.199 -0.77 -3.27 -1.43 -0.400
N 1.128 -1.402 6.209 -0.16 0.07 3.31 -0.842
N -3.317 3.587 1.068 -1.49 0.14 1.20 -0.527
N -3.699 -0.850 -1.072 -0.27 -0.97 -2.36 -0.500
N 2.873 -2.116 -1.569 0.77 -1.04 0.08 -0.689
C 1.383 -1.570 4.006 0.79 -1.10 -2.12 -1.616
C 3.015 4.803 3.249 1.75 -0.78 3.15 -0.762
C 3.907 4.365 4.480 0.44 1.66 1.29 0.687
C -1.721 -3.542 -6.646 -0.73 -0.60 0.72 0.219
C -0.646 -0.028 -0.766 0.31 -0.80 0.50 -0.862
C 2.178 -1.277 5.245 -1.37 0.67 -0.89 0.966
C 2.870 0.085 5.208 1.84 -0.31 0.27 -1.123
C 2.632 -1.568 -3.938 -1.09 1.01 0.41 -1.658
C -3.824 5.696 -0.051 -0.05 0.78 1.57 -0.873
C 2.064 -2.361 -2.745 1.07 -0.84 -0.81 1.649
C -2.726 -3.116 -1.845 -0.45 -0.69 -0.94 0.124
C -2.570 -0.503 -4.572 -1.27 0.23 -0.52 -0.434
C -3.589 -2.351 -0.830 1.09 0.61 2.61 0.393
C -2.777 4.559 0.165 -0.49 0.03 -0.88 0.352
C 5.281 -0.403 5.032 0.31 0.84 -0.59 -1.030
C -5.112 7.439 1.028 0.42 -0.75 0.33 -0.763
C -4.875 -3.128 -0.483 -0.01 1.22 -0.46 -1.643
C 2.287 -3.896 -3.033 -0.01 0.54 -0.47 -1.320
C -2.574 3.785 -1.128 0.63 1.20 -0.75 -1.247
C 5.112 5.198 4.686 0.52 2.98 -0.59 -1.710
C -4.696 -1.033 2.163 -1.06 -0.39 1.02 -1.035
C 0.264 0.235 0.398 3.02 1.74 -0.28 0.213
C -1.864 -5.079 -6.416 -0.89 0.14 -1.40 -1.374
C -3.732 0.086 2.533 -0.70 -2.66 2.56 -0.184
C 4.500 1.582 1.349 1.99 1.25 -1.26 0.173
C 5.036 1.635 -0.086 -0.42 -0.41 0.02 -1.346
C -2.414 -2.705 -5.526 1.19 0.48 0.05 0.200
C -1.341 -5.128 -2.164 0.09 0.40 0.68 -0.508
C 1.177 3.917 2.221 -1.16 -0.48 -2.44 -0.911
C 1.706 -5.725 -4.357 -0.56 -1.44 0.57 -0.976
H -1.983 -2.459 -2.297 0.38 0.01 0.18 -0.283
H -2.566 0.552 -4.848 0.26 -0.03 -0.21 0.351
H -1.726 -5.503 -7.411 0.10 -0.13 -0.12 0.365
H 5.295 0.645 -0.463 0.03 -0.12 0.18 0.376
H -1.435 -4.935 -3.233 -0.03 0.10 -0.07 0.118
H -3.857 -0.236 -0.285 -0.71 -0.99 0.78 0.569
H 5.637 5.217 3.731 0.29 0.05 -0.01 0.333
H 2.614 -2.945 -1.054 0.53 0.17 1.15 0.275
H 2.663 -6.125 -4.021 0.20 0.12 0.17 0.401
H -2.492 4.533 -1.916 0.44 -0.24 -0.43 0.427
H 6.146 -0.273 4.382 -0.32 0.45 -0.42 0.331
H 2.551 -0.511 -3.685 0.13 0.23 0.27 0.444
H -3.374 -3.463 -2.650 -0.23 0.37 -0.46 0.443
H -2.884 -0.338 3.070 -0.34 -0.31 1.24 0.063
H -4.744 -4.036 0.106 0.56 -0.19 -0.53 0.331
H -2.860 -5.426 -6.140 -0.11 0.26 0.33 0.388
H 4.124 2.584 1.555 -1.17 -0.06 -0.04 -0.007
H 0.945 -2.565 4.084 0.30 -0.31 -0.01 0.452
H 0.390 1.312 0.508 -0.92 0.30 0.72 -0.186
H 0.069 -3.487 -5.874 0.75 -0.07 0.27 0.113
H 5.321 1.599 2.065 0.22 -0.82 0.11 0.462
H -2.985 -2.280 0.075 0.35 -1.08 0.42 0.302
H 2.903 -2.039 5.530 0.21 0.01 -0.48 0.203
H -5.396 7.806 2.014 0.23 0.11 -0.12 0.252
H -4.713 8.230 0.393 0.55 0.11 0.25 0.309
H -1.125 -5.617 -5.822 0.15 0.73 0.45 0.195
H -3.435 -3.051 -5.369 -0.37 0.37 -0.18 0.432
H 4.298 2.444 4.914 0.38 -0.01 0.51 0.113
H 5.493 0.200 5.916 -0.33 0.22 0.08 0.374
H 3.827 2.799 3.521 0.38 -1.10 -0.66 -0.022
H -3.103 1.423 1.465 0.53 0.67 -0.74 0.090
H 2.608 5.794 3.445 -0.34 -0.01 -0.31 0.524
H -2.747 -0.558 -1.243 -0.06 -0.32 -0.63 -0.249
H -4.148 0.915 3.105 -0.34 -0.08 0.08 0.413
H -1.944 -0.609 -3.686 0.46 -0.53 -0.20 -0.054
H 1.063 -2.055 -2.441 -0.65 -0.39 -0.96 -0.419
H 0.196 -0.270 1.362 -1.25 0.02 -0.13 0.245
H 3.694 -1.728 -4.125 -0.16 -0.49 0.02 0.371
H 0.477 -0.974 3.899 0.40 0.69 0.02 0.417
H -1.873 -2.886 -4.597 0.11 -0.43 0.21 -0.461
H -5.213 -1.549 2.972 0.49 0.11 0.74 0.508
H 2.017 -1.612 -4.836 0.17 -0.61 -0.17 0.225
H 5.920 2.263 -0.197 -0.14 0.17 0.18 0.396
H -3.545 6.479 -0.756 0.52 0.04 0.01 0.454
H -1.688 3.151 -1.095 0.00 0.12 -0.02 0.102
H 0.746 2.956 1.940 -0.45 -0.09 0.60 0.054
H 3.322 -3.979 -3.365 0.47 0.07 0.47 0.348
H 0.408 4.660 2.433 -0.16 0.06 0.10 0.423
H -4.766 5.302 -0.434 -0.05 -0.51 -0.16 0.374
H -4.179 -1.834 1.636 -0.03 0.42 -0.18 0.081
H -1.494 0.653 -0.843 0.04 -0.19 0.44 0.054
H 4.237 2.002 -0.730 0.09 0.11 -0.18 0.263
H -4.188 3.381 0.600 -0.48 -1.05 -0.18 0.258
H 2.279 0.200 0.623 0.25 0.23 0.57 0.345
H 0.282 -0.869 6.067 0.25 0.31 -0.39 0.257
H 2.115 -4.624 -2.240 0.12 0.52 1.02 0.565
H -6.033 7.164 0.513 -0.10 -0.70 0.03 0.322
H -2.090 -3.229 -7.623 -0.87 -0.35 0.05 0.494
H -0.072 0.090 -1.685 0.14 -0.11 0.05 0.380
H 2.544 -1.324 -1.036 -0.21 0.15 -0.04 0.445
H -1.867 4.887 0.667 0.20 0.57 -0.66 0.195
H -5.526 -2.535 0.159 -0.13 0.25 -0.40 0.430
H -1.624 -6.153 -1.926 0.33 -0.16 -0.29 0.370
H -3.716 4.221 1.746 0.08 -0.28 1.48 0.261
H -5.351 -3.300 -1.448 -0.48 -0.38 0.22 0.417
H -5.582 -0.679 1.637 0.39 0.28 -0.75 0.369
H 5.430 -1.440 5.334 -1.28 -0.39 -0.11 0.311
H 1.590 -6.059 -5.388 0.01 0.86 -0.35 0.253
H 3.414 4.301 5.450 -1.04 0.38 -0.22 0.315
H -3.423 3.164 -1.414 -0.19 0.00 0.39 0.388
H 4.831 6.229 4.900 0.07 0.42 0.10 0.419
H 5.849 4.934 5.444 -0.46 -0.63 0.08 0.366
H 0.898 -6.224 -3.823 0.08 -0.73 0.28 0.324
H -3.602 -0.710 -4.290 -0.12 -0.06 0.46 0.380
H -0.346 -4.890 -1.787 0.53 -0.51 -0.67 0.176
H -0.279 -2.309 -6.906 0.71 0.39 -0.16 0.367
H 3.271 0.326 6.193 -0.28 -0.04 0.32 0.566
H 1.975 -1.577 3.090 -0.11 0.21 -0.36 0.178
H -0.913 -1.074 -0.618 -0.58 -0.02 -0.70 0.293
H 2.250 0.933 4.917 -0.14 -0.22 -0.44 0.346
H 3.734 4.789 2.430 -0.36 0.12 -0.63 0.292
H 3.667 0.367 2.463 -0.30 -0.74 0.64 0.071
H 1.669 4.166 1.281 0.18 0.59 -0.26 0.440
H 0.843 -2.371 6.211 -0.06 0.01 0.28 0.287
```
Positions in Å, forces in eV/Å.

Summary:
Frontier orbital gap = 8.965 eV
Lowest unoccupied orbital energy = 0.47 eV
SMILES = COC[C@H](C)N.COC[C@H](C)N.COC[C@H](C)N.COC[C@H](C)N.COC[C@H](C)N.COC[C@H](C)N.CCO.CCO.CCO
Energy above the lowest of the compared OMol25 structures with the same formula, charge and spin = 591.8 kJ/mol
Strongest force on any atom = 4.41 eV/A
Total energy = -59831.3667 eV
HOMO level = -8.50 eV